No. 1
Molecular formula: C2H8NO
Method: DFT, ωB97M-V with the def2-TZVPD basis set

Last column: Löwdin charge in e.
Geometry (Å):
O 1.502 -2.165 0.058  -0.5909
H 2.257 -2.686 -0.231  -0.2003
C -1.370 0.095 -0.545  -0.1833
N -0.303 -0.094 0.454  -0.1872
C 0.482 1.110 0.604  -0.1952
H -1.917 -0.842 -0.585  0.0595
H -2.055 0.894 -0.278  0.0501
H -0.967 0.253 -1.560  0.0640
H 0.267 -0.855 0.055  0.0049
H 1.242 1.241 -0.183  0.0675
H 1.014 1.059 1.557  0.0603
H -0.152 1.991 0.654  0.0506

Results
DFT total energy ... -210.9602 hartree
Total charge ... -1
Molecular weight ... 62.09 g/mol
ΔE to the lowest compared entry with this formula, charge and spin ... 63.2 kJ/mol
E_HOMO ... -2.61 eV

No. 2
Molecular formula: C14H24N6V
Method: DFT, ωB97M-V with the def2-TZVPD basis set

Last column: Löwdin charge in e.
Geometry (Å):
V -9.452 1.633 10.991  1.1264
C -11.736 2.913 9.401  -0.1225
C -12.162 1.474 9.495  -0.1374
N -11.596 0.800 10.681  -0.0971
C -12.326 1.036 11.943  -0.0963
C -12.008 2.398 12.473  -0.2293
C -12.890 3.144 13.253  0.0464
C -12.375 4.171 14.037  0.0640
C -11.037 4.544 13.773  0.0480
C -10.211 3.814 12.928  -0.2217
C -8.720 4.084 12.752  -0.0419
N -8.264 3.415 11.459  -0.1182
C -8.323 4.336 10.291  -0.1309
C -9.696 4.302 9.615  -0.1688
N -10.221 2.964 9.432  -0.1042
N -10.673 2.702 12.332  0.0410
H -12.024 3.325 8.427  0.1570
H -12.118 3.595 10.152  0.1267
H -13.269 1.454 9.612  0.1593
H -11.906 0.856 8.633  0.1468
H -11.424 -0.165 10.505  0.1169
H -13.397 0.979 11.805  0.1406
H -11.945 0.280 12.727  0.1865
H -13.950 2.895 13.235  0.1488
H -12.958 4.736 14.771  0.1536
H -10.641 5.424 14.265  0.1425
H -8.601 5.202 12.668  0.1604
H -8.072 3.703 13.541  0.1507
H -7.291 3.117 11.570  0.1317
H -8.110 5.363 10.607  0.1448
H -7.555 3.982 9.567  0.1523
H -10.361 4.948 10.148  0.1295
H -9.527 4.760 8.633  0.1568
H -9.883 2.549 8.554  0.1608
C -6.313 -1.839 10.989  0.0695
N -7.739 -1.537 10.511  -0.1096
C -8.369 -2.334 9.432  -0.0022
C -8.211 -0.302 10.542  -0.1728
N -7.913 0.767 11.129  0.0440
H -5.769 -2.338 10.214  0.1014
H -6.352 -2.465 11.885  0.1159
H -5.817 -0.905 11.302  0.1056
H -8.512 -1.771 8.526  0.0921
H -9.363 -2.691 9.807  0.1177
H -7.750 -3.204 9.199  0.1148

Results
DFT total energy ... -1819.3683 hartree
Total charge ... +3
Molecular weight ... 327.33 g/mol
⟨S²⟩ ... 2.04
2S+1 ... 3
E_HOMO (alpha / beta) ... -19.40 / -19.40 eV

No. 3
Molecular formula: C5H11NO2PS
Method: DFT, ωB97M-V with the def2-TZVPD basis set

Last column: Löwdin charge in e.
Geometry (Å):
C -0.223 -1.415 -1.063  -0.3230
C -1.840 0.681 1.421  -0.0512
C -0.353 0.564 3.452  -0.1458
C 2.002 -0.127 -2.172  -0.2149
C -0.709 0.822 2.039  -0.6965
N -0.722 -2.497 -1.486  -0.0047
O -0.139 1.401 -1.819  -0.4443
O -0.308 -0.456 -3.634  -0.4233
P 0.234 0.028 -2.307  0.3029
S 0.732 1.418 1.036  0.7340
H -2.667 0.318 1.838  0.0085
H 0.260 -1.384 -0.075  0.0409
H -2.014 0.970 0.366  0.0774
H 0.468 1.238 3.624  0.0420
H -1.227 0.697 4.060  0.0615
H -0.156 -0.538 3.623  0.1001
H 2.526 0.815 -2.077  0.0268
H 2.285 -0.666 -1.201  0.0502
H 2.492 -0.798 -2.935  0.0544
H -0.914 -2.329 -2.523  0.0353
H 0.272 1.257 -0.167  -0.2305

Results
DFT total energy ... -1141.9585 hartree
Total charge ... -1
Molecular weight ... 180.19 g/mol
ΔE to the lowest compared entry with this formula, charge and spin ... 20.6 kJ/mol
E_HOMO ... -4.95 eV

Which formula does entry 1 have? C2H8NO

DFT total energy of number 3 (C5H11NO2PS)? -1141.9585 hartree

Which of these has the highest DFT total energy? C2H8NO

Number 1 is which compound? C2H8NO